Record 1
{
  "formula": "C3H4N2",
  "method": "ωB97M-V with the def2-TZVPD basis set",
  "elements": ["C", "C", "C", "N", "N", "H", "H", "H", "H"],
  "coordinates": [[-2.67474, -0.28595, -0.04102], [-1.49559, -0.03361, -0.05785], [-0.10853, 0.32468, -0.07235], [0.79857, -0.57934, -0.07174], [2.08793, -0.16933, -0.13178], [-3.71255, -0.53616, -0.03297], [0.13791, 1.39457, -0.08652], [2.70246, -0.87463, 0.24659], [2.26456, 0.75978, 0.24764]],
  "atomic_forces_ev_per_a": [[0.534, 0.094, -0.020], [-0.543, -0.135, -0.004], [0.213, -0.193, 0.001], [-0.552, 0.257, 0.002], [0.185, 0.165, 0.132], [0.178, 0.062, 0.006], [-0.024, -0.182, 0.012], [-0.031, 0.087, -0.047], [0.039, -0.154, -0.082]],
  "nbo_charge": [-0.20, -0.06, -0.08, -0.17, -0.62, 0.24, 0.17, 0.37, 0.34],
  "e_tot_ha": -226.11308,
  "lumo_ev": 0.9,
  "smiles": "C#C/C=N/N",
  "homo_ev": -8.77,
  "mol_weight_g_mol": 68.079
}

Record 2
{
  "formula": "C3H4N2",
  "method": "ωB97M-V with the def2-TZVPD basis set",
  "elements": ["N", "C", "C", "C", "N", "H", "H", "H", "H"],
  "coordinates": [[2.71049, 0.20069, -0.16779], [1.62498, -0.04497, 0.19600], [0.19877, -0.05467, 0.47004], [-0.83808, 0.39501, -0.54976], [-0.62434, -1.00677, -0.25299], [0.01387, 0.06567, 1.54084], [-1.49102, 1.04053, -0.18084], [-0.37699, 0.77189, -1.42042], [-1.21768, -1.36739, 0.36492]],
  "atomic_forces_ev_per_a": [[-2.218, -0.881, 1.064], [2.086, 1.283, -1.610], [0.307, -0.320, 0.443], [4.253, -1.964, 0.077], [2.722, 1.800, -2.938], [-0.291, 0.141, -0.387], [-3.605, 1.975, 1.785], [0.231, -0.156, -1.249], [-3.484, -1.878, 2.814]],
  "nbo_charge": [-0.31, 0.26, -0.20, -0.21, -0.52, 0.23, 0.20, 0.21, 0.35],
  "e_tot_ha": -226.14240,
  "lumo_ev": 0.8,
  "smiles": "N#C[C@H]1CN1",
  "homo_ev": -10.56,
  "mol_weight_g_mol": 68.079
}

Record 3
{
  "formula": "C3H4N2O",
  "method": "ωB97M-V with the def2-TZVPD basis set",
  "elements": ["O", "C", "C", "C", "N", "N", "H", "H", "H", "H"],
  "coordinates": [[2.23837, -0.01070, -0.24147], [0.95624, -0.22641, 0.14223], [0.06620, 0.86494, 0.02402], [-1.16245, 0.26996, 0.02212], [-0.94667, -1.04276, 0.24313], [0.36545, -1.38508, 0.31154], [1.93564, 0.70527, -0.84078], [0.33498, 1.90462, 0.14671], [-2.14557, 0.67917, -0.14204], [-1.64219, -1.75901, 0.33453]],
  "atomic_forces_ev_per_a": [[-0.184, 0.311, -0.192], [-0.577, 0.070, -0.106], [-0.480, -0.022, 0.471], [-0.192, -0.059, 0.392], [-0.391, -0.178, -0.015], [0.084, 0.340, -0.290], [1.906, -0.258, 0.015], [-0.139, -0.039, -0.519], [-0.065, -0.090, 0.263], [0.038, -0.075, -0.020]],
  "nbo_charge": [-0.65, 0.41, -0.46, -0.02, -0.34, -0.30, 0.49, 0.24, 0.22, 0.41],
  "e_tot_ha": -301.42129,
  "lumo_ev": 0.9,
  "smiles": "Oc1cc[nH]n1",
  "homo_ev": -9.09,
  "mol_weight_g_mol": 84.078
}

Record 4
{
  "formula": "C3H4N2O",
  "method": "ωB97M-V with the def2-TZVPD basis set",
  "elements": ["O", "C", "C", "N", "C", "N", "H", "H", "H", "H"],
  "coordinates": [[-0.02195, 0.95877, 2.13534], [0.44733, 0.78797, 1.09958], [1.07477, 0.67778, -0.18165], [-0.32134, 0.79205, -0.66231], [-0.95919, -0.42709, -0.58035], [-0.45485, -1.45263, 0.02507], [1.66030, 1.56971, -0.44164], [1.62503, -0.26191, -0.34413], [-1.95031, -0.39812, -1.06241], [-1.09979, -2.24652, 0.01251]],
  "atomic_forces_ev_per_a": [[0.365, -0.235, -1.070], [-0.090, 0.255, 0.341], [-0.043, 0.000, 0.251], [0.048, -0.372, 0.179], [0.133, 0.052, 0.119], [-0.467, 0.176, -0.267], [-0.224, -0.225, 0.185], [-0.239, 0.192, 0.082], [0.288, -0.132, 0.227], [0.230, 0.289, -0.047]],
  "nbo_charge": [-0.38, 0.87, -0.39, -0.58, 0.25, -0.80, 0.26, 0.27, 0.17, 0.35],
  "e_tot_ha": -301.36836,
  "lumo_ev": 0.6,
  "homo_ev": -8.72,
  "mol_weight_g_mol": 84.078
}

Record 5
{
  "formula": "C3H4N2O",
  "method": "ωB97M-V with the def2-TZVPD basis set",
  "elements": ["O", "C", "C", "N", "N", "C", "H", "H", "H", "H"],
  "coordinates": [[1.86112, 0.08909, 0.12648], [0.53358, 0.27289, 0.16457], [-0.37387, -0.83961, 0.35689], [-1.63082, -0.70150, 0.15928], [-0.86861, 2.40066, -0.18676], [-0.02596, 1.53736, -0.31164], [2.07986, -0.81114, -0.15739], [0.09730, -1.75680, 0.74146], [-2.12820, -1.54836, 0.43602], [0.45560, 1.35742, -1.32890]],
  "atomic_forces_ev_per_a": [[0.375, 0.176, -0.210], [-1.458, -1.362, 1.351], [0.883, 0.598, 0.214], [-0.358, -0.192, 0.144], [-0.376, 0.405, 0.492], [1.363, -1.092, -1.631], [-0.093, 0.168, 0.167], [-0.055, 0.054, -0.171], [0.027, 0.093, -0.119], [-0.309, 1.151, -0.238]],
  "nbo_charge": [-0.64, 0.26, -0.02, -0.58, -0.14, -0.12, 0.49, 0.16, 0.34, 0.24],
  "e_tot_ha": -301.30540,
  "lumo_ev": [-0.7, -0.6],
  "homo_ev": [-9.34, -8.10],
  "mol_weight_g_mol": 84.078
}

Record 6
{
  "formula": "C3H4N2O",
  "method": "ωB97M-V with the def2-TZVPD basis set",
  "elements": ["O", "C", "C", "C", "N", "N", "H", "H", "H", "H"],
  "coordinates": [[1.97327, 0.50900, -0.27599], [0.67282, 0.16451, -0.09907], [0.06588, -1.01619, 0.17959], [-1.31605, -0.66462, 0.26113], [-1.53913, 0.59705, -0.01520], [-0.29260, 1.13667, -0.22414], [2.25855, 0.97162, 0.52560], [0.53237, -1.98464, 0.24739], [-2.14491, -1.31183, 0.51948], [-0.21020, 1.59843, -1.11878]],
  "atomic_forces_ev_per_a": [[0.075, -0.103, 0.108], [-0.278, -0.222, -0.004], [0.103, -0.021, 0.115], [-0.114, -0.030, -0.037], [0.055, -0.424, -0.179], [0.227, -0.232, -0.249], [0.057, -0.028, -0.273], [-0.048, 0.053, 0.322], [0.089, 0.070, -0.035], [-0.167, 0.937, 0.232]],
  "nbo_charge": [-0.68, 0.43, -0.40, -0.01, -0.27, -0.42, 0.49, 0.24, 0.21, 0.40],
  "e_tot_ha": -301.42928,
  "lumo_ev": 0.7,
  "smiles": "Oc1ccn[nH]1",
  "homo_ev": -9.41,
  "mol_weight_g_mol": 84.078
}

Record 7
{
  "formula": "C3H4N2O",
  "method": "ωB97M-V with the def2-TZVPD basis set",
  "elements": ["H", "N", "C", "C", "C", "N", "O", "H", "H", "H"],
  "coordinates": [[1.85745, -2.03872, -0.53609], [1.41440, -1.13473, -0.37086], [0.31965, -1.05831, -1.01416], [-0.51890, 0.15094, -0.98233], [-0.27936, 1.17125, -0.19118], [-0.04977, 2.17241, 0.48908], [-0.86954, 2.19710, 1.65739], [-0.07208, -1.86068, -1.65242], [-1.37595, 0.21950, -1.64504], [-0.26446, 1.97363, 2.37118]],
  "atomic_forces_ev_per_a": [[-0.038, 0.089, 0.071], [-0.314, -0.143, -0.246], [0.187, 0.003, 0.130], [-0.002, 0.198, 0.045], [0.016, 0.255, 0.092], [-0.086, -0.556, -0.540], [-0.236, -0.084, 0.182], [0.112, 0.075, 0.112], [0.144, 0.040, -0.007], [0.216, 0.122, 0.161]],
  "nbo_charge": [0.34, -0.60, 0.11, -0.43, 0.42, -0.17, -0.56, 0.16, 0.25, 0.47],
  "e_tot_ha": -301.33499,
  "lumo_ev": 0.1,
  "smiles": "[H]/N=C/C=C=NO",
  "homo_ev": -9.63,
  "mol_weight_g_mol": 84.078
}

Record 8
{
  "formula": "C3H4N2O",
  "method": "ωB97M-V with the def2-TZVPD basis set",
  "elements": ["O", "C", "N", "C", "C", "N", "H", "H", "H", "H"],
  "coordinates": [[-0.42733, 1.22898, -1.45229], [-1.40513, 0.22338, -0.19638], [-0.49618, -0.61501, 0.33330], [0.73035, -0.12017, 0.84356], [1.52759, 0.43393, -0.43341], [0.75436, 0.98795, -1.17325], [-2.08175, -0.36388, -0.83312], [-0.47991, -1.60290, 0.07855], [0.56461, 0.72882, 1.50562], [1.31342, -0.90110, 1.32743]],
  "atomic_forces_ev_per_a": [[0.281, -0.041, 0.028], [0.069, -0.345, 0.081], [0.037, 0.136, -0.132], [-0.194, -0.110, 0.294], [-0.437, 0.387, -0.560], [0.214, -0.328, 0.445], [0.066, 0.110, 0.048], [-0.041, 0.144, 0.016], [0.067, -0.092, -0.116], [-0.063, 0.139, -0.104]],
  "nbo_charge": [-0.28, -0.04, -0.54, -0.26, 0.05, 0.08, 0.14, 0.38, 0.24, 0.22],
  "e_tot_ha": -301.21720,
  "lumo_ev": [-0.7, -0.7],
  "homo_ev": [-8.06, -8.05],
  "mol_weight_g_mol": 84.078
}

Record 9
{
  "formula": "C3H4N2O",
  "method": "ωB97M-V with the def2-TZVPD basis set",
  "elements": ["N", "C", "C", "N", "C", "O", "H", "H", "H", "H"],
  "coordinates": [[-0.03222, -0.93401, -1.72682], [-0.27120, -0.21485, -0.62242], [0.06868, 0.33038, 0.59163], [1.06623, 0.48225, 1.57806], [-1.05687, 0.90333, 0.00585], [-2.10251, 1.50308, 0.11471], [0.62589, -1.77443, -1.56891], [-0.81904, -1.28868, -2.31980], [2.04256, 0.18399, 1.52608], [0.47849, 0.80893, 2.42163]],
  "atomic_forces_ev_per_a": [[1.314, -3.565, -0.825], [-1.825, 2.520, 1.297], [3.065, -0.317, -0.523], [-3.544, 0.706, 0.747], [-0.559, -2.225, -0.012], [0.291, 0.552, -0.448], [-1.176, 1.986, -0.394], [0.752, 1.035, 1.114], [-1.085, 0.090, 0.312], [2.766, -0.782, -1.267]],
  "nbo_charge": [-0.80, 0.11, 0.05, -0.87, 0.49, -0.61, 0.38, 0.40, 0.42, 0.42],
  "e_tot_ha": -301.37216,
  "lumo_ev": 0.5,
  "smiles": "Nc1c(N)c1=O",
  "homo_ev": -8.31,
  "mol_weight_g_mol": 84.078
}

Record 10
{
  "formula": "C3H4N2O",
  "method": "ωB97M-V with the def2-TZVPD basis set",
  "elements": ["N", "C", "C", "N", "C", "O", "H", "H", "H", "H"],
  "coordinates": [[1.53128, -0.40363, 0.15737], [0.45409, 0.00561, 0.82599], [-0.33204, 1.13829, 0.35126], [-1.17979, 0.63375, -0.49698], [-0.96957, -0.74500, -0.45125], [-0.39977, -1.06897, 0.77231], [0.64136, -0.75477, -0.84570], [2.13932, 0.37492, -0.10026], [-0.16795, 2.19901, 0.49255], [-1.74707, -1.41323, -0.80905]],
  "atomic_forces_ev_per_a": [[-0.011, 0.162, 0.085], [0.125, 0.046, -0.241], [-0.070, 0.109, -0.058], [0.218, -0.058, 0.137], [-0.316, -0.084, -0.098], [0.000, -0.100, 0.030], [0.030, 0.032, 0.103], [-0.064, -0.074, 0.018], [-0.009, -0.156, -0.006], [0.096, 0.123, 0.032]],
  "nbo_charge": [-0.69, 0.42, -0.02, -0.39, 0.10, -0.46, 0.26, 0.36, 0.21, 0.21],
  "e_tot_ha": -301.29506,
  "lumo_ev": [-0.3, -0.3],
  "homo_ev": [-9.01, -9.01],
  "mol_weight_g_mol": 84.078
}